{
  "formula": "C18H11F2N6O4S2TcTe",
  "method": "the ωB97M-V functional and the def2-TZVPD basis",
  "symbols": ["Tc", "S", "C", "S", "C", "C", "N", "C", "N", "O", "C", "O", "C", "C", "C", "C", "C", "C", "N", "O", "O", "H", "H", "H", "H", "N", "C", "C", "C", "N", "C", "N", "F", "C", "F", "H", "C", "Te", "C", "H", "H", "H", "H", "H", "H"],
  "coordinates": [[0.09874, -2.22369, -0.14452], [-0.96733, 1.50650, 1.32255], [-1.41895, -0.05992, 1.94554], [-1.89554, -1.36402, 0.87707], [-1.52321, -0.20021, 3.30360], [-1.89339, -1.40623, 3.93790], [-2.21764, -2.33949, 4.52441], [-1.29943, 0.88487, 4.17974], [-1.15677, 1.75286, 4.91994], [2.95508, -2.65439, 2.71954], [2.27310, -2.03455, 1.93032], [1.16632, -2.47222, 1.41416], [2.68823, -0.64422, 1.48728], [3.71748, 0.02682, 2.14966], [4.09910, 1.28995, 1.71365], [3.46463, 1.91445, 0.66034], [2.41870, 1.25371, -0.00161], [2.07695, -0.03754, 0.41153], [1.71225, 1.85946, -1.01819], [1.90895, 3.05615, -1.34064], [0.75108, 1.16840, -1.58576], [4.20920, -0.45322, 2.98263], [4.91214, 1.80019, 2.21002], [3.74615, 2.90053, 0.32531], [1.31107, -0.54709, -0.17555], [-0.46348, -1.84027, -1.91329], [-0.47632, -1.54898, -3.05675], [-0.73178, -0.91726, -4.25333], [-0.29347, -1.30470, -5.52253], [0.07240, -1.59724, -6.57380], [-1.43257, 0.23729, -3.94004], [-1.98617, 1.07746, -3.34536], [-0.76044, -4.78702, 0.81014], [-0.70612, -4.13677, -0.38262], [0.23506, -4.82196, -1.13368], [-1.67328, -4.30331, -0.88260], [-1.40762, 3.23988, -1.29077], [-1.57116, 1.12648, -1.00506], [-3.68128, 1.42746, -0.59965], [-1.73404, 3.73221, -0.37605], [-2.04807, 3.51326, -2.12370], [-0.37764, 3.50480, -1.51979], [-4.15679, 1.69372, -1.54050], [-3.82964, 2.22366, 0.12734], [-4.11446, 0.50418, -0.22687]],
  "lowdin_charge": [1.137, 0.627, -1.007, 0.563, -0.383, -0.242, 0.174, -0.255, 0.172, 0.092, -0.553, -0.220, -0.127, -0.023, -0.074, -0.001, -0.191, -0.009, -0.374, -0.042, -0.351, 0.113, 0.101, 0.108, 0.041, -0.062, -0.104, -0.250, -0.226, 0.136, -0.197, 0.012, -0.027, -0.469, -0.061, 0.101, -0.302, 1.482, -0.345, 0.011, 0.017, 0.002, 0.004, 0.011, -0.008],
  "lumo_ev": [1.032, 0.688],
  "charge": -1,
  "total_energy_ha": -2666.818565,
  "homo_lumo_gap_ev": [5.281, 7.155],
  "spin_multiplicity": 4
}

---

{
  "formula": "C4H11NOS",
  "method": "the ωB97M-V functional and the def2-TZVPD basis",
  "symbols": ["C", "C", "C", "C", "N", "O", "S", "H", "H", "H", "H", "H", "H", "H", "H", "H", "H", "H"],
  "coordinates": [[-0.63015, -1.97792, 0.05529], [-1.47072, 0.38630, -0.86932], [1.32271, 1.64857, 1.05799], [-0.56711, -0.53366, -0.12525], [1.33256, 0.84091, -1.43217], [2.02478, -0.92139, 0.17123], [1.11396, 0.15848, -0.11038], [-1.56655, -2.14095, 0.50565], [-0.52926, -2.49788, -0.85252], [0.06138, -2.27653, 0.72898], [-2.53226, -0.00393, -0.92439], [-1.13433, 0.52741, -1.87954], [-1.35272, 1.34635, -0.42747], [1.96959, 2.43537, 0.50097], [0.24934, 1.96319, 1.29215], [1.71815, 1.18810, 1.89271], [-1.61898, -0.36918, 2.56382], [1.60958, 0.22675, -2.14777]],
  "lowdin_charge": [-0.110, -0.116, -0.112, -0.378, -0.239, -0.364, 0.632, 0.064, 0.088, 0.037, 0.108, 0.064, 0.054, 0.097, 0.064, 0.003, 0.108, 0.001],
  "lumo_ev": [-0.385, -0.726],
  "total_energy_ha": -686.927874,
  "homo_lumo_gap_ev": [8.723, 7.625]
}

---

{
  "formula": "C5H10N3",
  "method": "the ωB97M-V functional and the def2-TZVPD basis",
  "symbols": ["C", "C", "C", "C", "C", "N", "N", "N", "H", "H", "H", "H", "H", "H", "H", "H", "H", "H"],
  "coordinates": [[0.60012, -1.49573, -1.10858], [0.39492, 0.96104, 0.07723], [0.14020, -0.87225, 1.92501], [0.19584, 0.59115, -2.20955], [0.19104, -0.51913, 0.51288], [0.54595, -0.72293, -2.08069], [-0.42155, 1.27994, -1.05622], [-1.06112, -0.97357, 1.07357], [0.59535, -2.54113, -1.14817], [0.34159, 1.66189, 1.02756], [1.39925, 1.05738, -0.18974], [0.65137, -1.86859, 2.27165], [0.20686, -0.08736, 2.68112], [1.21870, 1.07751, -2.63841], [-0.39327, 0.87312, -3.10108], [-0.61381, 2.30752, -1.17649], [-1.47198, -1.78911, 0.66842], [-1.73059, -0.28233, 1.35283]],
  "lowdin_charge": [0.090, -0.190, -0.011, -0.286, -0.241, 0.038, -0.041, 0.156, 0.089, 0.169, 0.097, 0.174, 0.136, 0.184, 0.135, 0.153, 0.174, 0.173],
  "lumo_ev": -3.245,
  "charge": 1,
  "total_energy_ha": -360.383795,
  "homo_lumo_gap_ev": 9.880
}

---

{
  "formula": "C27H24Br2GaIN3O4",
  "method": "the ωB97M-V functional and the def2-TZVPD basis",
  "symbols": ["Ga", "Br", "C", "C", "C", "C", "C", "N", "C", "O", "O", "H", "H", "H", "Br", "C", "C", "C", "C", "C", "N", "H", "H", "H", "H", "I", "C", "C", "C", "C", "C", "C", "C", "O", "O", "H", "H", "H", "H", "C", "N", "C", "C", "C", "C", "C", "C", "C", "C", "H", "H", "H", "H", "H", "H", "H", "H", "H", "H", "H", "H", "H"],
  "coordinates": [[-0.18737, 0.56641, -0.24363], [1.07685, -0.45483, -3.46655], [-0.78586, -0.31600, -3.25562], [-1.64346, -0.81444, -4.21765], [-3.00417, -0.65577, -4.01087], [-3.46025, 0.00212, -2.87806], [-2.52547, 0.45941, -1.97370], [-1.20942, 0.30561, -2.16404], [-2.90028, 1.15569, -0.67505], [-4.02794, 1.54366, -0.49645], [-1.90563, 1.28716, 0.15927], [-1.25510, -1.33539, -5.07916], [-3.70184, -1.05111, -4.73691], [-4.50884, 0.15974, -2.67127], [1.92817, -1.48398, 2.06098], [0.53499, -0.40480, 2.75435], [0.02572, -0.72683, 3.99585], [-0.91377, 0.12942, 4.55031], [-1.26523, 1.28336, 3.87064], [-0.70574, 1.51365, 2.62949], [0.16323, 0.66929, 2.05305], [0.35928, -1.61658, 4.50846], [-1.34777, -0.10234, 5.51374], [-1.97693, 1.98166, 4.28554], [-0.95422, 2.39137, 2.05058], [-5.49378, -5.21949, 2.96559], [-4.02587, -4.23015, 1.83410], [-3.63454, -2.94964, 2.19562], [-2.64222, -2.31309, 1.46906], [-2.04361, -2.94906, 0.38620], [-2.46182, -4.22499, 0.02233], [-3.44996, -4.87027, 0.74572], [-0.98391, -2.27202, -0.41501], [-0.61241, -2.71068, -1.48485], [-0.45019, -1.22345, 0.18623], [-4.10313, -2.45269, 3.03417], [-2.34624, -1.30655, 1.73578], [-2.00188, -4.70994, -0.82830], [-3.76702, -5.86532, 0.46580], [5.19410, 0.34405, 0.99810], [4.35180, 0.96388, -0.05620], [4.00212, -0.02307, -1.10863], [3.12108, 1.59691, 0.52364], [2.35868, 2.38804, -0.50290], [2.98656, 3.49927, -1.06837], [2.32705, 4.30407, -1.97865], [1.01342, 4.00730, -2.30866], [0.39426, 2.89708, -1.75638], [1.05394, 2.05297, -0.85833], [6.11393, -0.03409, 0.55896], [4.64029, -0.47689, 1.44837], [5.42945, 1.07800, 1.76484], [4.88612, 1.71062, -0.50266], [3.34642, -0.78025, -0.68123], [4.90732, -0.49502, -1.48461], [3.48378, 0.46800, -1.92792], [3.43725, 2.24673, 1.34077], [2.50281, 0.79815, 0.92029], [3.99882, 3.76400, -0.76842], [2.82253, 5.16737, -2.40176], [0.46752, 4.64271, -2.99391], [-0.63162, 2.69102, -2.03209]],
  "lowdin_charge": [0.453, 0.871, -0.692, -0.065, -0.004, 0.041, -0.147, 0.038, -0.523, 0.124, -0.025, 0.115, 0.124, 0.134, 0.898, -0.681, -0.088, -0.027, -0.019, -0.094, 0.008, 0.110, 0.123, 0.121, 0.124, 0.872, -0.718, -0.140, -0.011, -0.127, -0.005, -0.136, -0.524, 0.077, -0.110, 0.094, 0.111, 0.123, 0.097, 0.010, -0.173, 0.009, -0.110, -0.254, -0.046, -0.057, -0.049, -0.096, -0.129, 0.111, 0.068, 0.112, 0.172, 0.095, 0.114, 0.072, 0.148, 0.037, 0.116, 0.114, 0.116, 0.098],
  "lumo_ev": -2.478,
  "charge": 1,
  "total_energy_ha": -8878.925329,
  "homo_lumo_gap_ev": 8.078
}